(1)
{"formula": "C10H27INbO", "method": "wB97M-V/def2-TZVPD", "homo_energy_ev": -4.3, "multiplicity": 1, "mol_weight_g_mol": 383.1, "orbital_gap_ev": 6.868, "fmax_ha_per_bohr": 0.035, "e_tot_ev": -22501.9053, "total_charge": -1, "species": ["C", "C", "C", "C", "C", "Nb", "C", "C", "C", "I", "H", "H", "H", "H", "H", "H", "H", "H", "H", "H", "H", "H", "H", "H", "H", "H", "H", "H", "H", "H", "H", "C", "C", "O", "H", "H", "H", "H", "H", "H"], "coordinates": [[2.614306, 0.017271, 0.557193], [2.422593, -1.379916, -0.035155], [0.952830, -1.756122, -0.280282], [0.458670, -2.966546, 0.515990], [-1.053987, -3.110405, 0.497240], [-2.499717, -1.796759, 1.474318], [-2.793872, 0.382355, 1.453040], [-1.928656, 1.266995, 0.583510], [-2.688531, 2.018710, -0.509030], [-0.776789, 2.738557, 1.759320], [2.417822, 0.023254, 1.632148], [3.627578, 0.395500, 0.394606], [1.913092, 0.737017, 0.126062], [2.855817, -2.123906, 0.643195], [3.009400, -1.449462, -0.956668], [0.804620, -1.944675, -1.349331], [0.287257, -0.922588, -0.029717], [0.940497, -3.868351, 0.105184], [0.814619, -2.874537, 1.548253], [-1.379742, -3.223913, -0.538970], [-1.361109, -4.010895, 1.061381], [-2.732172, -2.623030, 3.151171], [-4.219208, -2.572815, 1.491392], [-2.542933, -1.356057, -0.358154], [-0.984963, -1.090766, 2.279444], [-3.847242, 0.546954, 1.192406], [-2.679279, 0.565844, 2.527867], [-1.087424, 0.736880, 0.146490], [-3.616506, 1.482343, -0.717815], [-2.125315, 2.072961, -1.445321], [-2.964964, 3.043749, -0.258985], [2.734409, 3.076903, -1.590937], [1.785355, 2.156134, -2.338266], [0.798327, 1.591529, -1.499178], [3.208221, 2.536877, -0.770773], [3.508570, 3.461883, -2.257811], [2.193167, 3.928272, -1.171955], [2.326050, 1.301016, -2.748593], [1.333120, 2.690931, -3.183746], [0.276088, 2.298807, -1.099522]], "forces_ev_per_angstrom": [[-0.2, 0.2, 0.2], [0.1, 0.0, 0.1], [-0.3, 0.0, -0.1], [0.4, 0.0, 0.1], [0.0, 0.0, 0.1], [0.9, 1.0, -1.2], [0.0, -0.2, 0.2], [0.1, 0.0, -0.1], [-0.2, 0.0, -0.3], [0.0, 0.1, 0.0], [0.0, -0.1, 0.0], [0.1, -0.1, 0.1], [0.2, -0.3, 0.0], [0.1, 0.0, 0.0], [-0.1, 0.0, -0.1], [-0.1, 0.0, 0.1], [0.2, 0.1, 0.0], [0.0, 0.0, 0.0], [-0.1, 0.0, 0.0], [-0.1, -0.1, 0.1], [0.0, 0.0, 0.0], [0.0, 0.0, -0.2], [0.4, 0.2, 0.2], [-0.8, -0.2, 0.1], [-0.3, -0.5, 0.5], [0.0, -0.1, 0.1], [0.0, 0.1, 0.0], [-0.1, -0.1, 0.1], [0.1, -0.1, -0.1], [0.1, -0.1, 0.1], [0.0, -0.1, 0.3], [0.0, 0.0, 0.1], [0.1, 0.0, -0.1], [-0.3, 0.2, -0.2], [0.0, 0.1, 0.0], [0.0, 0.0, 0.0], [0.0, 0.0, 0.0], [0.0, 0.0, 0.0], [0.0, 0.0, 0.0], [0.1, 0.0, 0.1]]}

(2)
{"formula": "C10H27N6OPd", "method": "wB97M-V/def2-TZVPD", "homo_energy_ev": -11.2, "multiplicity": 1, "mol_weight_g_mol": 353.8, "orbital_gap_ev": 9.183, "de_lowest_ev": 0.4590, "fmax_ha_per_bohr": 0.020, "e_tot_ev": -25271.5647, "total_charge": 1, "species": ["Pd", "N", "C", "C", "N", "H", "H", "H", "H", "H", "H", "H", "H", "N", "C", "O", "C", "C", "H", "H", "H", "H", "H", "H", "C", "N", "C", "C", "N", "N", "C", "C", "H", "H", "H", "H", "H", "H", "H", "H", "H", "H", "H", "H", "H"], "coordinates": [[1.277794, -0.546901, 0.025385], [1.096582, -0.929058, 2.100620], [0.585399, -2.248630, 2.535550], [-0.667871, -2.713456, 1.817581], [-0.436777, -3.017509, 0.411389], [1.989239, -0.774050, 2.559169], [0.467075, -0.205605, 2.435211], [0.360403, -2.201215, 3.604475], [1.386342, -2.977846, 2.401947], [-1.428370, -1.930851, 1.886979], [-1.046095, -3.571323, 2.386052], [-1.309956, -3.158888, -0.079233], [0.097676, -3.872570, 0.313868], [2.530670, -1.471428, -3.770596], [2.229118, -1.388200, -2.476493], [1.280377, -0.673516, -2.090808], [3.007442, -2.179199, -1.463281], [3.079781, -1.338097, -0.185966], [1.997717, -0.936931, -4.437489], [3.295011, -2.035583, -4.095382], [3.982642, -2.492272, -1.845711], [2.420697, -3.085313, -1.283935], [3.729888, -0.470486, -0.346472], [3.461520, -1.909142, 0.661202], [0.704454, 2.515414, 1.065301], [-0.556033, 2.664015, 0.367600], [-0.694419, 3.920111, -0.363256], [-1.252401, 1.553966, -0.010482], [-0.729476, 0.362943, 0.043529], [-2.529396, 1.784242, -0.471925], [-3.217550, 0.721200, -1.176818], [-3.419320, 2.675045, 0.264782], [1.008889, 3.494333, 1.431108], [1.497919, 2.117361, 0.422703], [0.586130, 1.858645, 1.925189], [0.233353, 4.139135, -0.897574], [-0.902490, 4.745002, 0.320057], [-1.496415, 3.849537, -1.090286], [-1.429598, -0.342384, -0.145313], [-3.643901, -0.029366, -0.497733], [-2.542687, 0.233495, -1.878294], [-4.038089, 1.157347, -1.744654], [-2.850904, 3.325936, 0.920860], [-4.115803, 2.093302, 0.877083], [-3.998558, 3.288799, -0.425953]], "forces_ev_per_angstrom": [[-1.0, -0.2, 0.0], [0.3, 0.2, -0.2], [0.0, -0.1, 0.1], [-0.1, 0.0, 0.1], [0.1, 0.1, 0.0], [0.0, 0.1, 0.0], [0.0, 0.0, 0.0], [0.1, -0.1, 0.0], [0.0, 0.0, -0.1], [0.0, 0.0, 0.0], [0.0, 0.0, 0.0], [0.0, 0.0, 0.0], [0.0, 0.0, 0.0], [0.0, 0.0, 0.0], [0.0, -0.1, 0.1], [0.4, 0.2, 0.2], [0.0, 0.1, 0.0], [0.1, 0.0, 0.0], [0.0, 0.0, 0.0], [0.0, 0.0, 0.0], [0.0, 0.0, 0.0], [0.0, 0.0, 0.0], [0.1, -0.1, 0.1], [0.0, -0.1, -0.1], [0.0, 0.0, 0.0], [0.0, 0.0, 0.0], [0.0, 0.0, 0.0], [-0.1, 0.0, -0.2], [0.1, 0.0, 0.2], [0.0, 0.0, 0.0], [0.0, 0.0, 0.0], [0.0, 0.0, 0.0], [0.0, 0.0, 0.0], [0.0, 0.0, 0.0], [0.0, 0.0, 0.0], [0.0, 0.0, 0.0], [0.0, 0.0, 0.0], [0.0, 0.0, 0.0], [0.0, 0.0, 0.0], [0.0, 0.0, 0.0], [0.0, 0.0, 0.0], [0.0, 0.0, 0.0], [0.0, 0.0, 0.0], [0.0, 0.0, 0.0], [0.0, 0.0, 0.0]]}

(3)
{"formula": "C10H27NO3S", "method": "wB97M-V/def2-TZVPD", "homo_energy_ev": -5.7, "multiplicity": 1, "mol_weight_g_mol": 241.4, "orbital_gap_ev": 5.623, "de_lowest_ev": 1.1310, "fmax_ha_per_bohr": 0.177, "e_tot_ev": -29264.4890, "total_charge": 0, "species": ["C", "C", "N", "C", "C", "C", "C", "C", "O", "C", "H", "H", "H", "H", "H", "H", "H", "H", "H", "H", "H", "H", "H", "H", "H", "H", "H", "H", "H", "H", "O", "H", "C", "S", "O", "C", "H", "H", "H", "H", "H", "H"], "coordinates": [[2.220578, 2.946425, -1.177160], [1.276960, 1.794954, -0.625024], [0.013602, 2.275012, 0.220197], [0.560023, 3.048163, 1.371912], [-0.895834, 3.094185, -0.633423], [-1.466447, 2.504625, -1.932635], [-0.537401, 0.937390, 0.680083], [-1.799716, 0.865105, 1.490631], [-2.291845, -0.295808, 1.716016], [-3.580525, -0.342547, 2.483178], [1.718623, 3.858013, -1.338880], [2.627093, 2.687351, -2.132526], [2.999248, 2.886437, -0.379381], [2.103516, 1.162743, -0.242890], [1.067453, 1.149320, -1.355153], [1.104223, 2.298318, 1.814069], [-0.002983, 3.627243, 2.016314], [1.107452, 3.916087, 0.882006], [-0.325226, 4.014713, -0.967387], [-1.689105, 3.434513, -0.005253], [-1.857605, 1.681384, -1.777849], [-0.837443, 2.405292, -2.899943], [-2.190222, 3.220926, -2.357124], [0.202126, 0.330443, 1.296321], [-0.740669, 0.280988, -0.298526], [-2.613587, 1.523731, 0.924436], [-1.487861, 1.301122, 2.385811], [-3.770463, 0.375374, 3.489011], [-3.740335, -1.359172, 2.895204], [-4.225064, -0.121579, 1.749454], [0.944821, -1.666182, -0.859282], [0.311966, -1.511013, -0.068899], [0.402683, -5.745078, -0.070182], [1.720828, -4.609278, 0.163614], [2.565787, -5.254651, 1.262397], [2.528423, -4.626347, -1.400543], [0.849903, -6.770898, -0.411366], [-0.027327, -5.622467, -1.175488], [-0.357203, -5.941656, 0.574983], [2.541671, -5.502448, -1.903714], [3.573700, -4.220130, -1.457935], [1.996181, -4.030601, -1.945078]], "forces_ev_per_angstrom": [[-0.5, -1.9, 2.1], [2.6, 3.2, 0.8], [1.2, -2.0, -0.4], [1.2, 2.0, -3.6], [1.1, 1.4, -1.9], [4.1, 7.5, -3.0], [-0.3, -4.0, -2.4], [-0.9, 6.4, -2.3], [-2.3, -5.6, 2.1], [2.9, 0.2, 3.8], [-0.3, 1.4, 0.3], [0.3, -0.6, -0.4], [-0.2, 1.4, -1.1], [-1.6, -0.1, 1.9], [-2.5, -2.3, -3.0], [1.9, -0.9, 1.7], [-2.5, 0.1, 1.3], [0.3, -1.5, 0.6], [-0.4, -1.0, 0.9], [-0.6, 0.1, 0.5], [-4.1, -8.0, 1.3], [0.0, 0.0, 2.1], [-0.2, -0.2, 0.8], [-0.2, 1.1, -1.2], [1.0, 1.3, 1.9], [1.2, -0.5, 1.1], [-0.2, 1.7, 2.1], [1.2, -1.4, -2.9], [0.5, 0.5, -0.7], [-3.0, 0.9, -2.2], [-1.6, 1.1, 1.7], [1.6, -0.7, -1.9], [1.9, -2.9, -7.5], [0.7, 1.0, 3.5], [-0.3, 0.2, -1.3], [3.7, -0.8, 2.7], [-0.2, 1.3, 1.4], [0.3, 0.7, 2.3], [-1.8, 0.3, 2.3], [0.1, -3.4, -1.2], [-1.0, -0.3, 1.0], [-3.4, 4.0, -3.2]]}